Version 1
This record from the OMol25 dataset describes one molecule with the formula C21H26N2O4S. The level of theory is ωB97M-V/def2-TZVPD.

```
54
Properties=species:S:1:pos:R:3
C 7.83610 0.53091 1.43848
C 6.95829 0.30732 0.24361
C 7.48019 0.48118 -1.02995
C 6.70203 0.27704 -2.15555
C 5.37441 -0.06756 -2.01052
C 4.83233 -0.22199 -0.73927
N 3.46015 -0.55220 -0.64184
C 2.53982 0.16963 0.05735
O 2.80232 1.13695 0.73889
C 1.13779 -0.33915 -0.09373
C 0.10315 0.59293 -0.05376
C -1.21010 0.18288 -0.19043
C -1.48178 -1.16389 -0.34305
S -3.17979 -1.68905 -0.57335
O -3.25133 -3.11241 -0.39208
O -3.65697 -1.14525 -1.81187
N -3.93863 -0.85492 0.66941
C -3.61082 -1.39871 1.96585
C -5.33468 -0.53251 0.44468
C -5.56475 0.98595 0.57452
C -5.06256 1.73323 -0.66537
C -6.31941 1.79357 -1.53145
C -7.42013 1.91798 -0.47961
O -6.95335 1.25256 0.68473
C -0.47067 -2.10507 -0.35666
C 0.84595 -1.69312 -0.23496
C 5.62282 -0.07939 0.40239
C 5.05564 -0.35261 1.75974
H 7.36129 1.21365 2.14034
H 8.02973 -0.40777 1.95791
H 8.79079 0.95230 1.13443
H 8.51372 0.77426 -1.14325
H 7.12539 0.40091 -3.14074
H 4.74480 -0.20722 -2.87805
H 3.10927 -1.15283 -1.37443
H 0.35299 1.63407 0.08328
H -2.02752 0.88534 -0.17107
H -4.05954 -2.38636 2.11806
H -3.95712 -0.71666 2.74058
H -2.52772 -1.49317 2.02963
H -5.98083 -1.05677 1.15548
H -5.59908 -0.85190 -0.56454
H -5.07765 1.33236 1.49515
H -4.72953 2.73744 -0.40011
H -4.25427 1.19082 -1.15006
H -6.42827 0.86673 -2.09394
H -6.31835 2.62987 -2.22640
H -7.60731 2.97222 -0.23147
H -8.36324 1.45781 -0.78460
H -0.73476 -3.14593 -0.45868
H 1.63704 -2.42888 -0.22498
H 4.61624 0.55557 2.17199
H 5.82263 -0.71157 2.43987
H 4.26526 -1.09855 1.69941
```

- 2S+1: 1
- Gap between HOMO and LUMO: 8.907 eV
- HOMO level: -8.895 eV


Version 2
This record from the OMol25 dataset describes one molecule with the formula C21H26N2O4S. The level of theory is ωB97M-V/def2-TZVPD.

```
54
Properties=species:S:1:pos:R:3
C -3.88166 6.56921 -0.34206
C -2.50804 6.30227 0.19695
C -1.82038 7.31613 0.84791
C -0.54886 7.10811 1.35204
C 0.03102 5.86160 1.24083
C -0.65661 4.82975 0.61136
N -0.03048 3.56394 0.53898
C -0.58101 2.40170 0.99079
O -1.69520 2.31072 1.46002
C 0.32145 1.21347 0.85396
C 0.20402 0.19756 1.79849
C 0.99691 -0.93268 1.70706
C 1.88980 -1.04680 0.65899
S 2.89804 -2.51825 0.47700
O 2.70109 -3.34101 1.63912
O 4.23291 -2.12359 0.13738
N 2.18316 -3.15923 -0.89027
C 3.04081 -3.71989 -1.91116
C 0.92473 -3.82005 -0.64349
C 1.05732 -5.25609 -0.08901
C -0.25312 -5.75856 0.52727
C -0.94516 -6.40070 -0.67260
C 0.24421 -6.97926 -1.43812
O 1.37081 -6.17186 -1.13008
C 2.00687 -0.05597 -0.29691
C 1.22502 1.08116 -0.19880
C -1.91403 5.04464 0.04380
C -2.59778 3.95827 -0.72512
H -3.87960 6.55550 -1.43216
H -4.58279 5.81238 0.00408
H -4.23384 7.54476 -0.01692
H -2.28404 8.28581 0.95599
H -0.01907 7.91060 1.84247
H 1.01364 5.67397 1.65038
H 0.97420 3.58489 0.43612
H -0.51537 0.31352 2.59494
H 0.94289 -1.72882 2.43312
H 3.15630 -4.79979 -1.80195
H 4.00892 -3.23541 -1.81425
H 2.61518 -3.49994 -2.89222
H 0.36471 -3.84056 -1.58337
H 0.38932 -3.20098 0.07928
H 1.88134 -5.25911 0.63144
H -0.03688 -6.51279 1.28412
H -0.83263 -4.95953 0.98197
H -1.45524 -5.64309 -1.26828
H -1.66239 -7.16793 -0.39085
H 0.45471 -8.00774 -1.11617
H 0.09774 -6.97769 -2.52223
H 2.71413 -0.19051 -1.09935
H 1.29901 1.84832 -0.95609
H -3.20127 3.34715 -0.05408
H -1.86492 3.30253 -1.19189
H -3.23990 4.36985 -1.49841
```

- 2S+1: 1
- Gap between HOMO and LUMO: 8.949 eV
- HOMO level: -8.845 eV


Version 3
This record from the OMol25 dataset describes C21H26N2O4S as an isolated structure. The level of theory is ωB97M-V/def2-TZVPD.

```
54
Properties=species:S:1:pos:R:3
C 3.98603 -4.70311 1.87912
H 3.85606 -4.30535 2.78692
H 4.45528 -5.63352 1.85460
H 2.96436 -5.09617 1.51819
C 4.59740 -3.85154 0.68327
N 3.91344 -2.49586 0.92220
C 2.68144 -2.51470 0.35862
H 2.30288 -1.97292 -0.45453
C 1.37805 -2.59059 1.40683
C 1.21347 -1.00676 1.79238
N 0.53147 -0.25226 1.01625
C 1.20563 0.60823 0.21708
O 2.44858 1.08521 -0.00475
C 0.15628 1.38512 -0.70948
C -0.98904 0.61351 -0.67901
C -2.18084 1.01138 -1.13756
O -3.21266 0.66856 -0.74115
C -2.26242 1.63766 -2.49440
C -3.60340 2.08376 -3.16622
C -2.93345 2.65881 -4.29651
C -1.60962 2.22116 -4.43683
O -1.17298 1.76975 -3.08352
C -0.63054 2.61437 -5.33238
H 0.31131 3.25635 -4.86536
H -1.19656 2.92232 -6.24334
H -0.25307 1.68312 -5.85696
H -3.42167 3.09205 -5.31647
H -4.58303 2.09212 -2.70474
C -0.68452 -0.24076 0.55114
C -1.64353 0.10003 1.65492
C -1.84330 1.13836 2.40938
C -2.66398 1.01526 3.36907
C -3.29091 -0.05524 3.57208
S -2.61894 -1.19420 2.25204
H -3.91216 -0.40726 4.23296
H -3.01312 1.98656 4.22982
H -1.26264 1.93733 2.00752
H -0.97027 -1.08474 0.26240
O 0.59284 2.37223 -1.49608
H 1.57574 2.52886 -1.13947
H 2.23688 -0.40861 2.04708
H 0.71462 -0.86459 2.97204
H 1.76973 -3.09145 2.30229
H 0.57208 -2.84097 0.94667
H 2.37931 -3.72244 -0.09079
C 4.51309 -1.28621 0.40331
C 5.52283 -0.79470 1.55648
H 6.28564 -1.49395 1.73127
H 4.80013 -0.80676 2.57055
H 6.04213 0.00520 1.50750
H 5.12537 -1.61593 -0.36304
H 3.84227 -0.58948 0.28813
H 4.37243 -4.18408 -0.21085
H 5.62003 -3.41412 1.13153
```

- 2S+1: 1
- Gap between HOMO and LUMO: 7.289 eV
- HOMO level: -7.706 eV


Structures ranked by computed energy, the most stable listed first: version 1, version 2, version 3.


Version 1
This record from the OMol25 dataset describes a 2-piece molecular cluster, CH6NO overall. The level of theory is ωB97M-V/def2-TZVPD.

```
9
Properties=species:S:1:pos:R:3
O -0.10441 2.73024 -0.21582
H 0.70217 2.63450 0.33603
C -0.15551 -1.24520 -0.47101
N -0.17282 -0.11155 0.51048
H 0.64285 -2.03091 0.04074
H 0.19863 -0.93335 -1.54646
H -1.24336 -1.49317 -0.56271
H 0.08145 -0.44908 1.47652
H 0.05100 0.89853 0.43224
```

- 2S+1: 1
- Gap between HOMO and LUMO: 6.742 eV
- Total charge: -1
- HOMO level: -2.362 eV


Version 2
This record from the OMol25 dataset describes a 2-piece molecular cluster, CH6NO overall. The level of theory is ωB97M-V/def2-TZVPD.

```
9
Properties=species:S:1:pos:R:3
O 1.20404 0.91236 -1.49551
H 1.17132 0.53646 -2.37472
C -1.29975 -0.62781 0.79673
N 0.15124 -0.32808 0.81975
H -1.92408 0.13388 0.30088
H -1.56688 -1.60995 0.57270
H -1.66350 -0.32635 1.86687
H 0.16615 0.66981 0.85406
H 0.92456 -0.63935 0.22562
```

- 2S+1: 1
- Gap between HOMO and LUMO: 6.556 eV
- Total charge: -1
- HOMO level: -2.109 eV


Structures ranked by computed energy, the most stable listed first: version 2, version 1.


Version 1
This record from the OMol25 dataset describes one molecule with the formula CH4N2S2. The level of theory is ωB97M-V/def2-TZVPD.

```
9
Properties=species:S:1:pos:R:3
N 0.32935 1.47305 0.01620
C 0.56848 0.13793 -0.09226
S 2.15105 -0.39402 0.02323
N -0.53013 -0.70278 0.07562
S -2.10663 -0.14212 -0.07851
H -0.55435 1.88490 0.18389
H 0.89940 2.28998 -0.16630
H -0.48422 -1.62423 -0.30216
H -2.57682 -0.19202 1.07984
```

- 2S+1: 1
- Gap between HOMO and LUMO: 8.921 eV
- HOMO level: -8.369 eV


Version 2
This record from the OMol25 dataset describes one molecule with the formula CH4N2S2. The level of theory is ωB97M-V/def2-TZVPD.

```
9
Properties=species:S:1:pos:R:3
S 2.05388 -0.93605 -0.09217
N 1.49723 0.57492 -0.54831
C 0.35653 1.05692 -0.24874
N -0.67172 0.37415 0.42854
S -1.59833 -0.79779 -0.41042
H 0.88735 -1.47645 0.25049
H 0.11980 2.05827 -0.62390
H -1.27961 1.02615 0.88979
H -1.36512 -1.88013 0.35473
```

- 2S+1: 1
- Gap between HOMO and LUMO: 9.350 eV
- HOMO level: -8.823 eV


Structures ranked by computed energy, the most stable listed first: version 1, version 2.